Molecular formula: C17H19ClN2O3S
Method: DFT, ωB97M-V/def2-TZVPD

Properties
HOMO level (eV): -8.21
Max |F| (eV Å⁻¹): 0.95
Energy above the lowest of the compared OMol25 structures with the same formula, charge and spin (eV): 0.430
Net charge: 0
SMILES: CCOC(=O)CNC(=S)N(Cc1ccco1)Cc1ccccc1Cl

```
43
Properties=species:S:1:pos:R:3:forces:R:3
C 3.81146 -1.78404 -1.77547 0.1 0.0 0.1
C -6.23716 -0.57036 0.54474 -0.2 -0.2 0.5
C 0.39130 1.90543 0.26292 0.2 0.1 -0.1
C -3.49727 1.25749 -1.14659 -0.1 -0.2 0.1
H -3.90773 2.21072 -1.48711 0.0 0.0 0.0
H -2.03004 2.26871 -0.11240 0.1 0.0 -0.1
C 4.08073 1.92268 0.54501 0.0 0.0 -0.5
C 1.71457 -0.97159 -0.11551 0.1 -0.1 0.1
C 0.57163 -0.52091 0.75524 0.0 -0.3 0.3
H -5.59798 -2.56312 0.04091 0.0 -0.1 0.0
C 2.82504 1.97337 1.19625 -0.6 0.1 -0.4
H 0.57003 -0.85856 -1.90889 -0.1 0.1 0.0
H -7.21707 -0.65257 0.07021 0.1 0.1 0.1
H -6.35020 -2.41439 1.63995 -0.1 -0.1 0.1
H 2.65101 2.05727 2.24944 -0.1 0.0 0.2
H -0.12277 -1.35817 0.89137 0.2 0.2 0.1
C 2.57196 -1.48457 -2.31491 -0.1 0.0 0.0
C 3.80660 1.81815 -0.78234 0.6 0.0 0.5
O -4.08758 0.94700 1.16453 -0.1 0.0 0.1
Cl 3.25322 -1.19875 2.11215 0.1 -0.1 0.3
H 0.03332 2.48918 -0.59025 0.0 0.0 0.2
N -2.13417 1.46444 -0.71666 0.1 0.2 0.2
C 1.88260 1.89134 0.21294 0.0 0.3 0.9
H -4.70144 -1.82756 1.36987 0.1 0.0 0.1
H -3.52073 0.53855 -1.96678 -0.1 0.2 0.1
H 0.07768 2.38796 1.19921 0.1 0.0 -0.1
S -2.01498 -1.16605 -0.58985 -0.3 -0.7 -0.2
H 4.96568 -1.92721 0.02707 0.1 0.0 0.1
H 0.94151 -0.20502 1.73424 -0.1 0.0 -0.1
C -5.68719 -1.93656 0.92457 0.0 0.4 -0.2
N -0.18302 0.56785 0.17198 -0.3 0.2 -0.1
H 4.62577 -2.09347 -2.41274 0.1 0.0 -0.1
C -4.34771 0.72540 0.01000 0.4 0.3 -0.1
C 4.00773 -1.69192 -0.40996 0.1 0.0 0.0
H 4.44122 1.74730 -1.64281 0.0 0.0 -0.2
O -5.39965 0.05542 -0.43339 -0.1 0.0 -0.4
C 1.53809 -1.08517 -1.49018 0.1 -0.1 0.0
H 5.04559 1.95702 1.00641 0.3 0.0 0.0
H 2.40970 -1.56331 -3.37896 0.0 0.0 -0.1
H -6.29904 0.07800 1.42501 -0.1 -0.1 -0.2
O 2.48253 1.80750 -0.99516 -0.4 0.1 -0.3
C -1.41304 0.35790 -0.34180 0.2 -0.1 -0.1
C 2.96304 -1.29154 0.40689 -0.1 0.0 -0.3
```
Positions in Å, forces in eV/Å.

=====

Molecular formula: C48H41BrN9O3STi
Method: DFT, ωB97M-V/def2-TZVPD

Properties
HOMO level (eV): -9.48
Max |F| (eV Å⁻¹): 0.91
Energy above the lowest of the compared OMol25 structures with the same formula, charge and spin (eV): 0.291
Net charge: +1

```
104
Properties=species:S:1:pos:R:3:forces:R:3
H 2.40174 -0.27178 0.60574 0.0 0.0 0.0
N 1.14053 -0.65850 -0.95954 0.0 0.0 0.0
C -0.93309 -3.78932 0.91886 -0.1 0.0 0.1
H 3.89763 1.55614 -4.90858 0.0 0.0 0.0
H 1.11004 -1.46912 5.73208 0.0 0.0 0.0
H 1.62436 -2.12678 1.53353 0.0 0.0 0.1
H -0.86412 -3.74966 -3.42219 0.0 0.0 0.0
H 0.87002 6.83401 4.21474 0.0 0.0 0.0
C 0.89516 -0.24667 3.28840 -0.1 0.1 0.0
H -0.86148 -3.33045 -0.05570 0.0 0.0 -0.1
H -3.12757 3.06682 3.54900 0.0 0.0 0.0
N 0.43047 2.08507 0.18106 0.0 -0.5 0.1
H -0.71103 6.23362 4.71785 0.0 0.0 0.0
C 1.96158 -2.03448 -2.73171 0.0 0.0 0.0
O 0.82843 0.15350 2.13157 0.2 -0.1 0.2
H -0.63239 0.23474 -4.96839 0.0 0.0 0.0
H -0.36642 -5.74928 0.24192 0.0 0.0 0.0
C 3.18188 -2.15226 -2.08418 0.0 0.0 0.0
H -0.47765 4.09110 -3.94573 0.0 0.0 0.0
H 3.12004 2.02884 0.32855 0.0 0.0 0.0
H -3.68692 0.18837 0.42143 0.0 0.0 0.0
S -3.76365 -2.13388 -0.93001 0.2 0.0 0.2
C -1.32857 -3.02168 2.00951 0.0 0.0 -0.1
H 1.40038 2.54613 -4.26111 0.0 0.0 0.0
H 4.02342 3.30573 -4.78163 0.0 0.0 0.0
C -0.89033 -3.07001 -4.26568 0.0 0.0 0.0
C 1.38995 -2.10769 4.90557 0.0 0.0 0.0
C 1.70010 -2.48239 2.55084 0.0 0.0 0.0
C -0.39340 -1.18356 -2.71210 -0.1 0.0 0.0
H 0.75707 5.49211 5.34693 0.0 0.0 0.0
N -4.73278 -0.25309 -2.51903 0.0 0.0 0.0
H -1.78756 -2.99851 4.09644 0.0 0.0 0.0
Br -0.38023 -7.53318 2.57731 0.0 0.0 0.0
C 0.30438 5.93573 4.45791 0.0 0.0 0.0
H -3.18860 3.95095 -3.57093 0.0 0.0 0.0
H 1.77715 -2.51249 -3.68270 0.0 0.0 0.0
C 3.35930 -1.52631 -0.86355 0.0 0.0 0.0
C 0.49793 0.65606 4.41943 0.0 0.0 0.0
C 0.31516 4.96450 3.31131 0.0 0.0 0.0
C 1.79543 2.45825 -3.25543 0.0 0.0 0.0
C -1.20340 -4.95580 3.43484 0.0 0.0 0.0
H -3.46567 2.09435 -1.57578 0.0 0.0 0.0
C -1.15325 -3.54821 -5.54188 0.0 0.0 0.0
N -0.46702 2.62751 -2.41532 0.0 0.1 0.0
H -0.39262 0.25075 4.90384 0.0 0.0 0.0
H 5.14436 2.27828 -3.88958 0.0 0.0 0.0
C -3.59802 -0.85281 -2.01957 0.2 -0.1 -0.1
C 2.74606 2.16808 -0.67774 0.0 0.0 0.0
H -1.30208 -5.42072 4.40569 0.0 0.0 0.0
C 2.31647 -0.77990 -0.34373 0.0 0.0 0.0
H -5.57093 -0.80438 -2.43894 0.0 0.0 0.0
C 4.11191 2.37495 -4.22004 0.0 0.0 0.0
C 0.36152 3.03285 1.21116 -0.1 0.1 0.0
H 1.29018 0.72071 5.16619 0.0 0.0 0.0
C -1.47677 -3.61098 3.26025 0.0 0.0 0.0
C -1.06183 3.48009 -3.27967 0.0 0.0 0.0
N -1.38371 2.01417 -1.64459 0.0 -0.1 0.0
C 1.78184 -3.41170 5.16140 0.0 0.0 0.0
C -1.01092 -1.31072 -6.41273 0.0 0.0 0.0
C -3.04253 2.41514 2.70172 0.0 0.0 0.0
H 2.44222 -5.26771 4.31342 0.0 0.0 0.0
H 2.36102 -4.43910 1.98635 0.0 0.0 0.0
C -0.71514 4.06096 3.13066 0.0 0.0 0.0
C 0.91674 2.44175 -2.18047 0.0 0.0 0.1
C 1.35035 4.93453 2.38536 0.0 0.0 0.0
N -2.49140 -0.32074 -2.52527 0.1 -0.1 0.0
H -1.32173 -4.60564 -5.69526 0.0 0.0 0.0
H -4.61615 0.25467 -3.38327 0.0 0.0 0.0
C 1.34574 -1.62949 3.59594 0.1 0.0 0.0
O -1.94833 -0.86277 2.79949 0.1 -0.1 0.0
C -0.79099 -5.70341 2.34206 0.0 0.0 0.0
C 3.62371 2.22828 -1.74313 0.0 0.0 0.0
H 3.97959 -2.73267 -2.52844 0.0 0.0 0.0
C -1.52164 -1.55196 1.90411 -0.1 0.0 0.0
C -2.56378 2.46743 -2.03198 0.0 0.1 0.1
C 2.13993 -4.24805 4.11273 0.0 0.0 0.0
C -0.75692 -0.82828 -5.13954 0.0 0.0 0.0
H 4.28709 -1.60145 -0.31471 0.0 0.0 0.0
H -1.06495 -0.62556 -7.24839 0.0 0.0 0.0
C 1.36282 4.00320 1.37034 0.0 0.0 0.0
H 1.80681 -3.77696 6.17927 0.0 0.0 0.0
N -1.27879 -0.60848 -1.97935 -0.1 0.1 0.0
C -3.98567 1.58659 2.14726 0.0 0.0 0.0
C -0.72510 3.11962 2.10296 0.0 0.0 0.0
C -2.41506 3.40394 -3.06281 0.0 0.0 0.0
H -1.54313 4.10905 3.82167 0.0 0.0 0.0
H 4.68839 2.15081 -1.55953 0.0 0.0 0.0
C -0.68903 -1.71039 -4.06606 0.0 0.0 0.0
C -1.20811 -2.67085 -6.61433 0.0 0.0 0.0
N -2.09283 1.43519 0.98073 0.1 -0.2 0.1
C -3.33882 0.97782 1.07806 0.0 0.0 0.0
C 2.10041 -3.78162 2.80557 0.0 0.0 0.0
C -0.66638 -5.13807 1.08176 0.0 0.0 0.0
C 0.95383 -1.29712 -2.13205 0.0 0.1 0.1
H 2.15822 5.65262 2.45255 0.0 0.0 0.0
H -1.41288 -3.04503 -7.60852 0.0 0.0 0.0
O -1.12253 -1.02777 0.73322 0.0 -0.1 0.2
C 3.16388 2.35711 -3.05391 0.0 0.0 0.0
H 2.17573 4.03766 0.66339 0.0 0.0 0.0
H -4.99107 1.41988 2.48851 0.0 0.0 0.0
Ti -0.62737 0.46831 -0.16346 -0.2 0.4 -0.8
N -1.89886 2.30893 1.98672 -0.1 0.1 0.0
C 1.36761 2.26551 -0.86883 -0.1 0.1 -0.1
H 0.28258 1.64700 4.02988 0.0 0.0 0.0
```
Positions in Å, forces in eV/Å.

=====

Molecular formula: H4NPS
Method: DFT, ωB97M-V/def2-TZVPD

Properties
HOMO level (eV): -9.40
Max |F| (eV Å⁻¹): 5.47
Energy above the lowest of the compared OMol25 structures with the same formula, charge and spin (eV): 0.520
Net charge: 0
SMILES: NPS

```
7
Properties=species:S:1:pos:R:3:forces:R:3
H 2.73925 -1.13264 -0.00439 -0.8 0.7 1.2
S 1.85046 -0.61908 0.96491 0.8 -0.6 -1.0
P 0.29200 -0.82419 -0.41928 -1.7 2.9 -1.1
N -0.65648 0.81504 -0.38889 3.1 -2.6 -3.7
H -1.16401 1.05948 -1.25379 1.0 -0.7 0.2
H -0.61429 -1.60883 0.26924 -0.3 -0.2 0.8
H -1.24967 1.12133 0.27327 -2.0 0.5 3.6
```
Positions in Å, forces in eV/Å.